A molecular structure, C27H26BHfN5O12 in a non-equilibrium geometry, computed with ωB97M-V/def2-TZVPD.

The calculation puts the largest force on an atom at 0.0475 Eh/bohr. The value obtained for the HOMO-LUMO gap is 6.47 eV. Its HOMO energy is -0.312 Eh. The electronic energy is -2293.9064 Eh. The LUMO energy is -2.01 eV.

Geometry as XYZ:
```
72
Properties=species:S:1:pos:R:3:forces:R:3:mulliken_charge:R:1
Hf -0.142572 0.622565 -1.032991 1.1 -0.1 -0.7 1.11
O 5.645095 -3.804671 -0.553643 -0.1 0.2 0.0 -0.64
O 0.430313 -3.199136 -3.586941 0.0 0.1 0.2 -0.54
O 3.335160 1.839104 -1.041892 -0.1 0.0 -0.2 -0.66
O 0.620214 -0.717009 -2.523178 0.3 -0.6 -0.2 -0.92
O 2.628933 2.828926 1.692356 0.0 0.1 -0.1 -0.20
O -1.274568 3.486037 0.086857 0.1 0.5 -0.3 -0.40
O 1.474104 1.568751 -2.084810 0.8 0.5 0.0 -0.90
O 1.466075 -4.719640 -2.469126 -0.2 0.2 0.2 -0.68
O -1.693772 -0.484023 -1.544872 -1.3 -1.3 -0.3 -1.11
O -2.551988 1.703267 -0.431519 -0.1 0.0 0.0 -0.01
O 6.184762 -1.800170 0.037416 -0.1 -0.1 -0.1 -0.63
O 1.005807 1.159821 0.481742 0.3 0.1 0.9 -0.47
N -0.026150 -1.196826 0.269295 -0.5 -0.3 0.0 0.89
N -0.786458 -2.199406 -0.308606 -0.3 -0.6 -0.1 -1.11
N 1.239261 -3.557403 -2.761642 0.2 -0.4 -0.6 1.18
N 2.498420 1.112603 -1.493922 1.1 0.6 -0.6 1.43
N 5.429031 -2.611408 -0.464888 0.3 -0.1 0.2 1.08
C 2.702919 -0.297713 -1.469216 -0.2 -0.8 -0.3 -0.05
C -4.401345 3.192452 -0.162605 0.2 -0.1 0.0 -2.05
C -3.676321 -4.674251 -3.492013 0.0 0.0 0.0 -0.37
C 1.729524 -1.164386 -2.094478 0.4 0.0 -0.4 1.60
C -3.303994 -3.473998 -4.079628 0.0 0.0 -0.1 -0.84
C 1.743487 0.686213 1.466717 0.1 -0.1 0.5 1.08
C 3.608681 3.715706 2.192410 0.1 0.1 0.0 -1.12
C 2.108131 -2.550799 -2.150440 0.2 0.5 0.4 -0.83
C -2.215951 3.352361 1.175190 0.0 -0.2 0.2 1.84
C -2.704294 4.721099 1.609466 0.1 -0.1 -0.1 -1.85
C 3.434541 1.072761 3.155919 0.1 0.0 0.0 -0.58
C -1.583165 -1.745175 -1.242075 0.1 -0.6 0.5 0.83
C -1.451351 2.679932 2.317893 0.0 0.1 -0.2 -1.61
C 4.167992 -2.114105 -0.999613 -0.3 0.3 -0.1 -0.93
C 3.278202 -3.001856 -1.598163 0.0 -0.1 -0.1 -0.25
C 2.648011 1.554316 2.129270 -0.2 -0.1 0.0 0.39
C 3.888953 -0.771452 -0.930125 0.2 0.0 0.2 -0.22
C 3.335633 -0.261652 3.564277 0.0 0.0 0.0 -1.07
C -3.307039 2.422854 0.570956 -0.1 0.3 0.1 1.51
C 1.660794 -0.655032 1.879521 0.1 0.4 0.0 0.94
C 2.460888 -1.113512 2.942112 -0.1 -0.1 -0.1 -1.11
C 0.753965 -1.561230 1.226361 -0.1 0.2 -0.1 -0.65
C -2.735513 -3.952380 -1.402138 0.1 0.0 0.0 -0.13
C -2.352946 -2.752951 -1.995845 -0.2 0.1 -0.1 0.25
C -3.406237 -4.905060 -2.149946 0.0 0.0 0.0 -0.75
C -3.927772 1.427974 1.538284 0.1 0.0 -0.2 -1.83
C -2.654272 -2.507744 -3.332285 0.0 0.1 0.1 -0.35
B -1.401639 2.424247 -0.779565 -1.6 1.5 1.1 0.24
H -4.339606 1.941622 2.408438 0.0 0.0 0.0 0.33
H 4.616751 3.372184 1.942586 0.0 0.0 0.0 0.41
H -3.102032 5.285633 0.768756 0.0 0.0 0.0 0.36
H -5.057119 3.698762 0.545751 0.0 0.0 0.0 0.36
H -3.514198 -3.295064 -5.126202 0.0 0.0 0.0 0.39
H -4.991019 2.490432 -0.751740 0.0 0.0 0.0 0.51
H -2.059717 2.621893 3.220657 0.0 0.0 0.0 0.36
H 3.526029 3.847289 3.274748 0.0 0.0 0.0 0.36
H -1.872776 5.281632 2.036298 0.0 0.0 0.0 0.48
H -4.735753 0.897488 1.034301 0.0 0.0 0.0 0.48
H 3.421745 4.664832 1.697985 0.0 0.0 0.0 0.25
H 3.951390 -0.612644 4.381012 0.0 0.0 0.0 0.42
H 2.367225 -2.145145 3.258455 0.0 0.0 0.0 0.45
H -0.551566 3.259321 2.525565 0.0 0.0 0.0 0.52
H 4.131803 1.729585 3.658032 0.0 0.0 0.0 0.50
H 0.729984 -2.603261 1.538620 0.0 0.0 0.0 0.37
H -3.712096 -5.832969 -1.684115 0.0 0.0 0.0 0.39
H 3.511548 -4.055828 -1.634777 0.0 0.0 0.0 0.69
H -2.495251 -4.123114 -0.361882 0.0 0.0 0.0 0.43
H -3.965468 3.922992 -0.844802 0.0 0.0 0.0 0.38
H -1.138882 1.676491 2.025849 0.0 0.0 0.1 -0.09
H -2.337833 -1.572725 -3.774563 0.0 0.0 0.0 0.45
H -3.479310 4.610964 2.370224 0.0 0.1 0.0 0.32
H -3.197507 0.691347 1.869942 0.0 0.0 0.1 0.30
H -4.174599 -5.435476 -4.078534 0.0 0.0 0.0 0.39
H 4.586706 -0.094244 -0.460482 0.0 0.0 0.0 0.68
```
Forces are in eV/Å.